# C3H11NO3

A cluster of 3 separate species, C3H11NO3 in total (ωB97M-V/def2-TZVPD, OMol25).

The calculation puts the HOMO-LUMO gap at 10.3 eV. The value obtained for the total energy is -401.3396 Ha. As for the energy above the lowest of the compared OMol25 structures with the same formula, charge and spin: 46.1 kcal per mole. The largest force on an atom comes out at 2.56 eV Å⁻¹. As for the LUMO energy: 0.59 eV. Its total charge is 0. Its highest occupied orbital energy is -9.70 eV.

The geometry in XYZ format:
```
18
Properties=species:S:1:pos:R:3:lowdin_charge:R:1
C 1.264 -0.752 -0.385 -0.0561
N 0.325 -0.290 0.623 -0.1798
C 0.339 -0.870 1.988 -0.0607
C 0.201 1.088 0.739 -0.3381
O 0.321 1.883 -0.168 0.0262
H 2.133 -0.080 -0.453 0.1022
H 0.901 -0.651 -1.399 0.0615
H 1.556 -1.782 -0.189 0.0847
H 0.757 -0.234 2.764 0.0811
H 0.842 -1.823 1.800 0.0823
H -0.638 -1.130 2.397 0.0805
H -0.299 1.481 1.641 0.1400
O 0.462 1.234 -2.577 -0.0736
H 0.440 2.192 -2.580 0.0388
H -0.449 1.004 -2.383 0.0295
O -3.027 -0.120 -0.561 -0.0586
H -3.020 -0.977 -1.001 0.0356
H -2.107 -0.174 -0.255 0.0043
```

=====

# C2H3NOPS

A structure of composition C2H3NOPS (ωB97M-V/def2-TZVPD, OMol25).

The calculation puts the HOMO-LUMO gap at 8.5 eV. The value obtained for the total energy is -947.1388 Ha. As for the energy above the lowest of the compared OMol25 structures with the same formula, charge and spin: 42.1 kcal per mole. The largest force on an atom comes out at 3.36 eV Å⁻¹. As for the LUMO energy: -7.28 eV. Its total charge is +1. Its highest occupied orbital energy is -15.73 eV.

The geometry in XYZ format:
```
9
Properties=species:S:1:pos:R:3:lowdin_charge:R:1
C 0.093 0.148 -0.091 -0.3674
C 0.002 -0.898 -1.136 -0.0239
N -0.286 1.331 -0.055 -0.0835
O -0.543 2.189 0.770 -0.1265
P 0.550 -0.517 1.875 0.7794
S 0.094 1.245 2.597 0.5966
H -0.035 -0.451 -2.067 0.0920
H -0.701 -1.558 -0.792 0.0742
H 0.826 -1.488 -1.101 0.0591
```

=====

# C33H58As2MnN4O5P2

A structure of composition C33H58As2MnN4O5P2 (ωB97M-V/def2-TZVPD, OMol25).

As for the spin multiplicity: 5. The calculation puts the HOMO-LUMO gap (spin up / spin down) at 6.4 / 8.1 eV. The value obtained for the total energy is -8192.0844 Ha. As for the energy above the lowest of the compared OMol25 structures with the same formula, charge and spin: 6.7 kcal per mole. The largest force on an atom comes out at 0.94 eV Å⁻¹. As for the LUMO energy (spin up / spin down): -9.94 / -8.20 eV. Its total charge is +3. Its highest occupied orbital energy (spin up / spin down) is -16.32 / -16.32 eV.

The geometry in XYZ format:
```
105
Properties=species:S:1:pos:R:3:lowdin_spin:R:1
Mn 0.786 0.484 0.637 3.9920
C -0.945 -4.217 1.160 0.0003
N 0.032 -3.131 1.349 0.0015
C 1.419 -3.600 1.234 0.0003
P -0.264 -1.932 2.419 0.0069
O 0.660 -0.755 2.133 0.0332
O -1.794 -1.580 2.141 0.0022
P -2.358 -0.357 1.227 0.0065
O -1.211 0.178 0.397 0.0354
N -3.489 -1.079 0.329 0.0004
C -4.131 -0.276 -0.727 0.0001
C -4.314 -2.201 0.805 0.0001
N -2.964 0.770 2.227 0.0012
C -4.258 0.518 2.883 0.0003
C -2.059 1.557 3.063 0.0005
N -0.214 -2.241 4.007 0.0002
C 1.044 -2.112 4.757 0.0003
C -1.158 -3.211 4.588 -0.0002
H -0.858 -4.582 0.137 0.0001
H -1.959 -3.855 1.305 0.0000
H -0.758 -5.047 1.845 0.0001
H 1.525 -4.124 0.286 0.0000
H 1.691 -4.291 2.036 0.0000
H 2.104 -2.755 1.239 0.0003
H -3.392 0.336 -1.239 0.0001
H -4.917 0.369 -0.327 0.0000
H -4.575 -0.964 -1.444 0.0000
H -3.849 -2.695 1.654 0.0000
H -4.419 -2.921 -0.005 0.0000
H -5.310 -1.863 1.096 0.0000
H -4.950 0.041 2.196 0.0000
H -4.686 1.475 3.177 0.0000
H -4.141 -0.103 3.774 0.0000
H -1.123 1.724 2.540 0.0004
H -1.859 1.058 4.016 0.0000
H -2.517 2.526 3.265 0.0000
H 1.706 -1.402 4.266 0.0001
H 1.547 -3.076 4.853 0.0000
H 0.821 -1.738 5.756 0.0000
H -2.059 -3.286 3.983 0.0000
H -1.444 -2.868 5.582 0.0000
H -0.701 -4.198 4.677 0.0000
C 4.464 -2.098 0.291 -0.0010
C 4.079 -1.181 1.447 -0.0252
As 3.260 0.506 0.907 -0.1228
C 3.721 1.667 2.401 -0.0189
C 3.041 1.277 3.710 -0.0003
C 4.356 1.176 -0.557 -0.0239
C 4.031 0.639 -1.947 -0.0006
H 4.877 -3.026 0.685 -0.0004
H 5.227 -1.648 -0.341 0.0000
H 3.610 -2.355 -0.340 -0.0003
H 4.959 -0.873 2.016 -0.0050
H 3.396 -1.666 2.145 -0.0004
H 3.491 2.689 2.109 0.0001
H 4.807 1.583 2.480 -0.0047
H 1.954 1.218 3.607 -0.0001
H 3.268 2.010 4.483 0.0001
H 3.394 0.310 4.068 0.0000
H 5.372 0.911 -0.253 -0.0053
H 4.276 2.263 -0.518 0.0001
H 4.142 -0.444 -2.002 0.0000
H 4.720 1.073 -2.672 0.0001
H 3.021 0.902 -2.250 -0.0002
C 1.315 3.830 0.533 0.0030
O 0.900 2.721 1.372 0.0421
H 2.104 4.397 1.027 0.0006
H 0.469 4.482 0.325 0.0004
H 1.688 3.404 -0.392 0.0002
H 0.709 3.073 2.249 0.0014
O 0.935 1.247 -1.023 0.0625
As -0.173 1.107 -2.346 0.0093
C -1.653 2.282 -2.108 0.0025
C -2.471 2.473 -3.220 0.0004
C -3.560 3.327 -3.120 0.0002
C -3.803 4.004 -1.932 -0.0001
C -2.959 3.836 -0.841 0.0001
C -1.881 2.968 -0.920 -0.0001
C 0.738 1.709 -3.893 -0.0035
C 1.359 2.957 -3.863 -0.0006
C 1.931 3.452 -5.022 0.0001
C 1.864 2.713 -6.199 -0.0008
C 1.236 1.476 -6.223 -0.0003
C 0.669 0.962 -5.064 -0.0009
C -0.596 -0.739 -2.530 0.0030
C -1.825 -1.137 -3.045 0.0003
C -2.063 -2.487 -3.262 0.0012
C -1.076 -3.421 -2.978 -0.0001
C 0.151 -3.016 -2.469 0.0009
C 0.397 -1.670 -2.238 0.0028
H -2.256 1.981 -4.162 0.0000
H -4.205 3.481 -3.975 0.0000
H -4.643 4.682 -1.864 0.0000
H -3.142 4.390 0.071 0.0000
H -1.227 2.831 -0.071 -0.0001
H 1.393 3.538 -2.948 0.0001
H 2.420 4.417 -5.015 0.0000
H 2.304 3.107 -7.104 0.0000
H 1.190 0.908 -7.142 0.0000
H 0.196 -0.013 -5.078 0.0000
H -2.591 -0.408 -3.280 0.0000
H -3.011 -2.808 -3.672 0.0001
H -1.257 -4.470 -3.176 0.0000
H 0.927 -3.748 -2.287 0.0000
H 1.371 -1.348 -1.881 0.0014
```

=====

# C5H11N

A cluster of 2 separate species, C5H11N in total (ωB97M-V/def2-TZVPD, OMol25).

The calculation puts the HOMO-LUMO gap at 7.9 eV. The value obtained for the total energy is -251.7010 Ha. As for the energy above the lowest of the compared OMol25 structures with the same formula, charge and spin: 101.4 kcal per mole. The largest force on an atom comes out at 0.73 eV Å⁻¹. As for the LUMO energy: 1.10 eV. Its total charge is 0. Its highest occupied orbital energy is -6.78 eV.

The geometry in XYZ format:
```
17
Properties=species:S:1:pos:R:3:lowdin_charge:R:1
C 1.756 -1.436 0.037 -0.0885
C 0.688 -0.751 0.823 -0.1927
N 0.496 0.545 0.777 -0.1582
C 0.641 1.638 -0.192 -0.0864
C -0.263 1.594 0.953 -0.0983
C -2.057 -0.169 -0.479 -0.0580
H 1.424 -2.421 -0.316 0.0730
H 2.034 -0.850 -0.844 0.0714
H 2.657 -1.590 0.642 0.0658
H -1.047 -0.477 -0.180 -0.0173
H 0.126 -1.292 1.578 0.1176
H 1.540 2.249 -0.127 0.0917
H 0.352 1.363 -1.218 0.1014
H -1.213 1.838 1.387 0.0964
H -2.073 0.769 -1.043 0.0298
H -2.694 -0.066 0.405 0.0315
H -2.413 -0.983 -1.105 0.0208
```

=====

What did the first record say?
# C3H11NO3

A cluster of 3 separate species, C3H11NO3 in total (ωB97M-V/def2-TZVPD, OMol25).

The calculation puts the HOMO-LUMO gap at 10.3 eV. The value obtained for the total energy is -401.3396 Ha. As for the energy above the lowest of the compared OMol25 structures with the same formula, charge and spin: 46.1 kcal per mole. The largest force on an atom comes out at 2.56 eV Å⁻¹. As for the LUMO energy: 0.59 eV. Its total charge is 0. Its highest occupied orbital energy is -9.70 eV.

The geometry in XYZ format:
```
18
Properties=species:S:1:pos:R:3:lowdin_charge:R:1
C 1.264 -0.752 -0.385 -0.0561
N 0.325 -0.290 0.623 -0.1798
C 0.339 -0.870 1.988 -0.0607
C 0.201 1.088 0.739 -0.3381
O 0.321 1.883 -0.168 0.0262
H 2.133 -0.080 -0.453 0.1022
H 0.901 -0.651 -1.399 0.0615
H 1.556 -1.782 -0.189 0.0847
H 0.757 -0.234 2.764 0.0811
H 0.842 -1.823 1.800 0.0823
H -0.638 -1.130 2.397 0.0805
H -0.299 1.481 1.641 0.1400
O 0.462 1.234 -2.577 -0.0736
H 0.440 2.192 -2.580 0.0388
H -0.449 1.004 -2.383 0.0295
O -3.027 -0.120 -0.561 -0.0586
H -3.020 -0.977 -1.001 0.0356
H -2.107 -0.174 -0.255 0.0043
```